C51H44AsBr2CsFN3O7 | ωB97M-V/def2-TZVPD

**E_LUMO**: 3.36 eV
**E_HOMO**: -0.17 eV
**Net charge**: -2
**ΔE to the lowest compared entry with this formula, charge and spin**: 0.00 kJ/mol

Element x y z (Å)
Cs: -1.21146 -0.59154 0.31481
C: -4.84998 -0.57890 -1.43426
C: -5.23187 -0.59975 0.01915
C: -6.57510 -0.48551 0.43256
C: -6.86066 -0.41435 1.76533
C: -5.81521 -0.44504 2.71325
C: -5.98764 -0.31106 4.11634
Br: -7.73393 -0.10734 4.86327
C: -4.90840 -0.30816 4.95302
C: -3.61503 -0.46310 4.44971
Br: -2.16010 -0.45614 5.67757
C: -3.31756 -0.65009 3.08642
O: -2.17622 -0.82857 2.59590
C: -4.50366 -0.60121 2.20928
N: -4.25016 -0.67955 0.88438
H: -5.72802 -0.59682 -2.08146
H: -4.20271 -1.42384 -1.67694
H: -4.28986 0.33696 -1.63866
H: -7.35983 -0.41862 -0.31055
H: -7.88204 -0.30517 2.10684
H: -5.04650 -0.18766 6.01938
C: 3.55727 1.25278 0.47364
C: 3.39369 -0.22655 0.51666
N: 2.41885 -0.88919 -0.05657
C: 2.67161 -2.22217 0.19708
C: 3.81766 -2.35115 0.94750
N: 4.26479 -1.07094 1.12102
C: 4.59452 -3.48234 1.57565
O: 4.13389 -4.64241 1.40517
O: 5.62856 -3.14597 2.17719
C: 1.71423 -3.25253 -0.29352
O: 1.98074 -4.51197 -0.00332
O: 0.73509 -2.92506 -0.93134
H: 2.57259 1.71475 0.45202
H: 4.10607 1.56156 -0.42023
H: 4.09724 1.61731 1.34983
H: 5.06361 -0.87089 1.70376
H: 2.86018 -4.60292 0.51871
F: -6.86982 2.83664 -1.39609
C: -5.59586 2.88918 -0.84731
C: -5.42070 2.68074 0.51330
C: -4.15908 2.71745 1.06402
C: -2.97439 2.99102 0.29440
C: -1.70358 3.04814 0.84876
C: -3.23396 3.18938 -1.10865
C: -4.50594 3.14045 -1.65561
H: -6.28031 2.46890 1.13852
H: -4.05201 2.52942 2.12770
H: -1.50611 2.86460 1.89586
H: -0.85300 3.24237 0.21348
H: -2.40294 3.42536 -1.76724
H: -4.64991 3.30400 -2.71942
O: -1.13733 -0.47352 -2.15968
As: 0.01244 -0.19804 -3.29895
C: 1.37857 -1.52435 -3.52456
C: 0.99136 -2.77271 -3.99892
C: 1.92163 -3.79464 -4.08417
C: 3.23446 -3.57165 -3.68896
C: 3.61836 -2.32654 -3.21526
C: 2.68899 -1.29801 -3.13228
C: 0.84012 1.50965 -3.00577
C: 1.89491 1.94786 -3.80117
C: 2.44132 3.20435 -3.59431
C: 1.92445 4.02218 -2.59633
C: 0.86654 3.58746 -1.81344
C: 0.31452 2.32439 -2.01120
C: -0.83713 -0.07802 -5.03313
C: -2.17257 0.30862 -5.04087
C: -2.84007 0.44379 -6.25059
C: -2.17695 0.18910 -7.44362
C: -0.84507 -0.20318 -7.43299
C: -0.17288 -0.33751 -6.22514
H: -0.04248 -2.96268 -4.26309
H: 1.61404 -4.77596 -4.42164
H: 3.95336 -4.38044 -3.72582
H: 4.63188 -2.16239 -2.87163
H: 2.97675 -0.34596 -2.70728
H: 2.29664 1.31192 -4.58280
H: 3.26506 3.54316 -4.21078
H: 2.34742 5.00616 -2.43286
H: 0.45047 4.22076 -1.04042
H: -0.51930 2.01420 -1.38339
H: -2.68042 0.49148 -4.09983
H: -3.87972 0.74599 -6.25566
H: -2.70172 0.29305 -8.38566
H: -0.32829 -0.41014 -8.36215
H: 0.86313 -0.65725 -6.21466
C: 5.56802 -2.33426 5.21668
C: 4.49959 -1.35912 4.80940
C: 4.69428 0.01334 4.91386
C: 3.71718 0.91626 4.50900
C: 3.97283 2.39853 4.63658
C: 2.53179 0.42579 3.95519
C: 1.53969 1.40387 3.42995
O: 0.99979 1.29815 2.35871
C: 2.30306 -0.95479 3.84688
C: 1.04883 -1.50387 3.23423
C: 3.29437 -1.81966 4.29230
H: 6.47427 -1.81409 5.53095
H: 5.81108 -2.98533 4.37453
H: 5.22922 -2.95686 6.04813
H: 5.63282 0.38955 5.30982
H: 5.00542 2.57751 4.93706
H: 3.32299 2.85768 5.38548
H: 3.80108 2.92938 3.69827
H: 1.33241 2.28750 4.06570
H: 0.13448 -1.05372 3.62355
H: 0.99660 -2.58292 3.37804
H: 1.06459 -1.30059 2.16606
H: 3.13600 -2.88803 4.18838